Record 1
{
  "formula": "C18H40ClN2",
  "method": "wB97M-V/def2-TZVPD",
  "spin_multiplicity": 1,
  "fmax_ev_per_a": 1.90,
  "gap_ev": 7.35,
  "charge": 1,
  "mol_weight_g_mol": 319.98,
  "relative_energy_kj_mol": 51.2,
  "homo_ev": -9.41,
  "symbols": ["C", "C", "C", "N", "C", "C", "C", "C", "C", "C", "H", "H", "H", "H", "H", "H", "H", "H", "H", "H", "H", "H", "H", "H", "H", "H", "H", "H", "H", "H", "C", "C", "C", "N", "C", "C", "C", "C", "C", "C", "H", "H", "H", "H", "H", "H", "H", "H", "H", "H", "H", "H", "H", "H", "H", "H", "H", "H", "H", "H", "Cl"],
  "xyz": [[29.21, -18.88, -12.75], [29.38, -18.47, -14.20], [28.12, -18.43, -15.04], [28.39, -18.67, -16.55], [27.24, -18.02, -17.31], [25.97, -18.81, -17.05], [26.05, -20.26, -17.51], [27.20, -20.95, -16.80], [28.49, -20.17, -16.86], [29.65, -18.02, -16.97], [28.66, -19.82, -12.62], [28.65, -18.13, -12.20], [30.17, -19.13, -12.30], [30.14, -19.10, -14.68], [29.93, -17.52, -14.25], [27.66, -17.44, -15.09], [27.45, -19.23, -14.75], [27.03, -17.00, -16.98], [27.54, -17.98, -18.36], [25.73, -18.77, -15.99], [25.25, -18.28, -17.68], [25.08, -20.69, -17.30], [26.23, -20.24, -18.59], [26.88, -21.10, -15.76], [27.37, -21.94, -17.23], [29.29, -20.44, -16.18], [28.85, -20.19, -17.89], [30.53, -18.58, -16.66], [29.72, -16.99, -16.63], [29.66, -18.07, -18.06], [34.25, -9.54, -12.55], [33.37, -10.72, -12.20], [33.95, -12.04, -12.67], [32.98, -13.17, -12.86], [31.78, -12.78, -13.72], [30.94, -13.98, -14.14], [31.81, -15.03, -14.82], [32.77, -15.53, -13.71], [33.73, -14.42, -13.32], [32.42, -13.48, -11.50], [33.94, -8.62, -12.06], [34.18, -9.31, -13.62], [35.30, -9.70, -12.32], [32.42, -10.52, -12.71], [33.09, -10.72, -11.14], [34.78, -12.41, -12.07], [34.37, -11.88, -13.68], [32.15, -12.20, -14.57], [31.23, -12.01, -13.19], [30.07, -13.64, -14.70], [30.47, -14.44, -13.27], [32.41, -14.58, -15.61], [31.26, -15.86, -15.23], [33.31, -16.35, -14.18], [32.27, -15.93, -12.82], [34.38, -14.05, -14.11], [34.37, -14.74, -12.51], [31.88, -12.62, -11.11], [33.19, -13.79, -10.81], [31.68, -14.27, -11.57], [27.51, -14.53, -15.30]],
  "lowdin_charge": [-0.0845, -0.2396, -0.0887, -0.2592, -0.1122, -0.1633, -0.1834, -0.1632, -0.0842, -0.0157, 0.0789, 0.0855, 0.0763, 0.0981, 0.0933, 0.0740, 0.1183, 0.0911, 0.1373, 0.1193, 0.1326, 0.1217, 0.1228, 0.1173, 0.1256, 0.1278, 0.1383, 0.1026, 0.0985, 0.1091, -0.0914, -0.2372, -0.1323, -0.2523, -0.0930, -0.1884, -0.1586, -0.1612, -0.0978, 0.0106, 0.0846, 0.0849, 0.0835, 0.1047, 0.1160, 0.1431, 0.1369, 0.1474, 0.1246, 0.0509, 0.1094, 0.1236, 0.0849, 0.1236, 0.1124, 0.1379, 0.1343, 0.1096, 0.1188, 0.0964, -0.6007]
}

***

Record 2
{
  "formula": "C17H34FNO6S",
  "method": "wB97M-V/def2-TZVPD",
  "spin_multiplicity": 1,
  "fmax_ev_per_a": 8.99,
  "gap_ev": 9.11,
  "charge": 0,
  "mol_weight_g_mol": 399.53,
  "relative_energy_kj_mol": 651.6,
  "smiles": "CCCCCCCCCCCCCN(CC(=O)OC(C)=O)S(=O)(=O)F.O",
  "homo_ev": -10.30,
  "symbols": ["C", "C", "C", "C", "C", "C", "C", "C", "C", "C", "C", "C", "C", "N", "C", "C", "O", "O", "C", "C", "O", "S", "O", "O", "F", "H", "H", "H", "H", "H", "H", "H", "H", "H", "H", "H", "H", "H", "H", "H", "H", "H", "H", "H", "H", "H", "H", "H", "H", "H", "H", "H", "H", "H", "H", "H", "H", "O", "H", "H"],
  "xyz": [[1.82, -1.52, 2.43], [3.38, -1.32, 2.92], [4.09, 0.07, 2.44], [3.74, 0.27, 0.83], [4.75, 1.31, 0.05], [4.46, 1.20, -1.58], [2.90, 0.87, -1.96], [2.61, -0.73, -2.29], [1.09, -0.97, -2.93], [-0.07, -0.59, -1.82], [-0.78, -1.97, -1.26], [-1.91, -1.71, -0.10], [-3.28, -1.20, -0.89], [-4.20, -0.40, 0.02], [-4.89, 0.68, -0.81], [-3.91, 1.94, -1.20], [-3.36, 1.92, -2.42], [-3.58, 3.07, -0.29], [-2.33, 2.82, 0.46], [-1.20, 3.99, 0.82], [-2.04, 1.59, 0.95], [-5.44, -1.37, 0.76], [-4.84, -2.73, 1.25], [-6.59, -1.55, -0.28], [-6.10, -0.48, 2.11], [1.07, -0.72, 2.86], [1.70, -1.58, 1.25], [1.46, -2.58, 2.84], [3.98, -2.27, 2.51], [3.40, -1.36, 4.12], [3.75, 1.00, 3.10], [5.28, 0.03, 2.51], [3.90, -0.79, 0.33], [2.60, 0.61, 0.80], [5.89, 0.99, 0.18], [4.70, 2.42, 0.45], [4.72, 2.28, -2.03], [5.19, 0.44, -2.10], [2.69, 1.44, -2.99], [2.12, 1.34, -1.20], [2.66, -1.42, -1.34], [3.46, -1.10, -3.03], [0.95, -0.43, -3.97], [0.99, -2.14, -3.13], [-0.83, 0.19, -2.28], [0.47, -0.05, -0.93], [0.03, -2.74, -0.88], [-1.34, -2.46, -2.19], [-2.22, -2.73, 0.43], [-1.56, -0.97, 0.73], [-3.92, -2.11, -1.30], [-2.90, -0.61, -1.84], [-5.21, 0.15, -1.83], [-5.90, 1.06, -0.31], [-1.21, 4.18, 1.99], [-1.46, 4.97, 0.20], [-0.11, 3.58, 0.57], [-2.66, -0.92, 3.18], [-2.93, -0.61, 2.31], [-3.09, -0.30, 3.79]],
  "lowdin_charge": [-0.1607, -0.2715, -0.2293, -0.2420, -0.2123, -0.2175, -0.2308, -0.2079, -0.2042, -0.2050, -0.2106, -0.1617, -0.1938, -0.2593, -0.1087, -0.1781, 0.0216, -0.0004, -0.2238, -0.0062, -0.0396, 0.9078, -0.3071, -0.3384, -0.2359, 0.0830, 0.0596, 0.0863, 0.1157, 0.1113, 0.1190, 0.1108, 0.1168, 0.1107, 0.1138, 0.1144, 0.1091, 0.1083, 0.1166, 0.0992, 0.0914, 0.1165, 0.1084, 0.1095, 0.1113, 0.0931, 0.1194, 0.1255, 0.1222, 0.0997, 0.1489, 0.1277, 0.1557, 0.1527, 0.1030, 0.0999, 0.1057, -0.0684, -0.0249, 0.0436]
}

***

Record 3
{
  "formula": "H2N4O3",
  "method": "wB97M-V/def2-TZVPD",
  "spin_multiplicity": 1,
  "fmax_ev_per_a": 2.47,
  "gap_ev": [7.76, 7.76],
  "charge": 0,
  "mol_weight_g_mol": 106.04,
  "relative_energy_kj_mol": 240.4,
  "smiles": "NN(N=O)[N+](=O)[O-]",
  "homo_ev": [-9.17, -9.17],
  "symbols": ["N", "N", "N", "N", "O", "O", "O", "H", "H"],
  "xyz": [[0.29, 1.85, 0.04], [-1.17, -0.40, -0.11], [0.12, 0.15, 0.10], [1.25, -0.67, 0.00], [-0.74, 2.38, -0.09], [2.32, -0.11, -0.21], [1.04, -1.88, 0.02], [-1.90, 0.14, 0.32], [-1.20, -1.45, -0.08]],
  "lowdin_charge": [0.1257, 0.0587, -0.1024, -0.4190, 0.0619, 0.0495, 0.0407, 0.0711, 0.1138]
}

***

Record 4
{
  "formula": "C17H17Cl2F5FeN3S2",
  "method": "wB97M-V/def2-TZVPD",
  "spin_multiplicity": 1,
  "fmax_ev_per_a": 4.73,
  "gap_ev": [6.70, 6.70],
  "charge": 1,
  "mol_weight_g_mol": 549.22,
  "relative_energy_kj_mol": 197.9,
  "homo_ev": [-10.23, -10.23],
  "symbols": ["Fe", "N", "C", "C", "C", "C", "C", "C", "S", "N", "C", "C", "C", "C", "C", "C", "N", "H", "H", "H", "H", "H", "H", "H", "H", "H", "F", "C", "F", "C", "F", "F", "F", "Cl", "C", "Cl", "H", "H", "C", "S", "C", "H", "H", "H", "H", "H", "H"],
  "xyz": [[-0.31, -0.22, 0.23], [3.73, 1.69, -0.13], [4.80, 0.79, -0.08], [6.10, 1.27, 0.01], [7.17, 0.40, 0.08], [6.96, -0.97, 0.05], [5.66, -1.46, -0.06], [4.59, -0.59, -0.12], [2.93, -1.22, -0.29], [1.97, 0.15, -0.30], [2.42, 1.36, -0.21], [1.43, 2.45, -0.19], [1.79, 3.80, -0.12], [0.80, 4.77, -0.10], [-0.52, 4.37, -0.14], [-0.80, 3.02, -0.20], [0.14, 2.08, -0.22], [3.99, 2.66, -0.03], [6.26, 2.34, 0.03], [8.17, 0.79, 0.16], [7.79, -1.65, 0.11], [5.48, -2.52, -0.11], [2.82, 4.11, -0.08], [1.07, 5.81, -0.05], [-1.32, 5.10, -0.13], [-1.82, 2.67, -0.23], [0.64, -1.11, 2.78], [0.25, 0.11, 2.29], [-1.17, 0.07, 2.40], [0.76, 1.24, 3.16], [0.68, 1.10, 4.48], [2.06, 1.47, 2.87], [0.11, 2.37, 2.84], [-4.92, 1.67, -0.55], [-4.25, 0.09, -0.13], [-2.56, -0.03, -0.67], [-4.82, -0.69, -0.64], [-4.28, -0.03, 0.95], [-1.89, -3.42, 0.44], [-0.44, -2.84, -0.52], [0.65, -4.26, -0.21], [-1.53, -3.95, 1.31], [-2.49, -4.07, -0.19], [-2.47, -2.55, 0.74], [0.32, -5.09, -0.84], [0.60, -4.53, 0.84], [1.66, -3.98, -0.48]],
  "lowdin_charge": [0.3779, 0.1353, -0.2336, -0.0102, -0.0650, -0.0691, -0.0892, -0.4249, 0.9911, -0.3010, -0.3339, -0.1837, 0.0198, -0.0190, -0.0143, -0.1081, 0.0820, 0.1292, 0.1167, 0.1115, 0.1110, 0.1098, 0.1132, 0.1216, 0.1183, 0.0794, 0.0381, -0.2908, -0.0499, -0.5794, 0.1829, 0.1387, 0.1413, 0.5691, -0.9082, 0.6447, 0.0472, 0.0469, -0.3590, 0.7544, -0.3494, 0.0464, 0.0471, 0.0036, 0.0514, 0.0486, 0.0113]
}

***

Record 5
{
  "formula": "H3OS",
  "method": "wB97M-V/def2-TZVPD",
  "spin_multiplicity": 1,
  "fmax_ev_per_a": 1.22,
  "gap_ev": 7.21,
  "charge": -1,
  "mol_weight_g_mol": 51.09,
  "relative_energy_kj_mol": 19.7,
  "homo_ev": -2.69,
  "symbols": ["S", "H", "H", "H", "O"],
  "xyz": [[-1.05, -0.30, -1.42], [-0.43, 0.45, -2.32], [-0.25, -0.09, 0.87], [1.29, -0.24, 1.36], [0.44, 0.18, 1.51]],
  "lowdin_charge": [-0.2477, -0.4865, -0.1095, 0.0054, -0.1617]
}